64
Properties=species:S:1:pos:R:3 method="wB97M-V/def2-TZVPD" e_homo_ev=-6.83 total_energy_ha=-1507.0217 homo_lumo_gap_ev=6.74 total_charge=0
C -8.236 -2.166 0.168
C -6.787 -1.537 0.190
C -5.642 -2.106 -0.154
N -4.512 -1.661 -0.057
C -4.386 -0.509 0.248
N -3.301 0.170 0.554
C -2.228 -0.560 0.346
N -0.974 0.236 0.175
C 0.228 -0.341 -0.170
N 1.417 0.226 -0.137
H 1.309 1.466 0.071
C 0.131 -1.688 -0.507
C -0.933 -2.612 -0.609
C -2.159 -1.678 -0.210
C -3.441 -2.459 -0.512
O -3.692 -3.616 -0.624
H -0.937 -3.639 -0.709
C 1.422 -2.670 -0.571
O 1.475 -3.722 -0.846
N 2.587 -1.896 -0.634
C 3.832 -2.623 -0.961
H 3.555 -3.556 -1.009
H 4.473 -2.010 -1.585
C 4.591 -2.564 0.632
C 5.957 -3.261 0.118
H 6.236 -3.671 -0.691
H 5.917 -4.532 0.941
C 7.068 -2.307 0.844
H 7.079 -2.616 2.065
H 8.027 -2.638 0.459
C 6.403 -1.003 0.519
H 6.718 -0.327 1.077
H 6.586 -0.802 -0.465
O 4.998 -1.419 0.811
H 3.957 -3.055 1.249
H 2.627 -0.745 -0.479
C -0.971 1.558 0.696
H -1.731 1.548 1.945
H -0.034 1.838 1.298
C -1.531 2.757 -0.041
C -0.251 2.817 -1.025
O 0.760 3.327 -0.352
C 1.200 4.568 -0.661
C 0.403 5.401 0.207
H 0.360 5.258 1.139
H 1.016 6.484 0.128
H -0.495 5.468 -0.126
C 2.896 4.504 -0.231
H 2.881 4.452 0.670
H 3.035 5.718 -0.348
H 3.365 4.002 -0.919
H 1.236 4.974 -1.795
H 0.040 2.038 -1.858
H -0.599 3.586 -1.786
H -2.216 2.249 -0.519
H -1.576 3.639 0.631
C -5.611 0.326 0.673
C -6.894 -0.182 0.697
H -7.674 0.460 0.926
H -5.303 1.389 1.371
H -5.721 -3.291 -0.564
H -8.867 -1.611 -0.512
H -8.731 -2.168 0.990
H -8.353 -3.218 -0.170